Entry 1:
Molecular formula: C33H39IN3O3SbV
Method: DFT, ωB97M-V/def2-TZVPD

Results
Orbital gap (spin up / spin down), eV: 7.660 / 8.140
ΔE to the lowest compared entry with this formula, charge and spin, eV: 1.466
Spin multiplicity: 3
Charge: +1

XYZ file:
```
81
Properties=species:S:1:pos:R:3:mulliken_spin:R:1
I -2.66077 1.15805 -0.86602 -0.0138
Sb 2.91326 0.09116 0.35059 -0.0170
V 0.16520 0.37216 -0.09674 2.1232
O -2.46720 -5.69605 -0.12831 -0.0002
O 0.18401 -1.31702 -0.86601 -0.0375
O -0.32194 0.23988 1.91006 -0.0253
N -2.25259 -1.75766 0.17671 -0.0070
N 1.06513 -4.17729 -2.84206 -0.0034
N 0.62535 2.14774 -0.65261 -0.0445
C 4.05684 0.62409 -1.35622 0.0021
C -0.96434 0.92603 4.02922 0.0025
C 2.43765 3.79042 -0.48218 -0.0215
C -0.41227 3.76598 -2.17839 -0.0047
C 0.05134 -4.98608 -2.53828 0.0085
C 1.70488 4.33606 2.14246 0.0125
C -5.13130 0.47517 0.74061 -0.0013
C -1.45479 0.84170 2.60711 0.0222
C -2.20768 -2.81216 -0.52958 0.0079
C -0.23496 -0.41243 4.20523 0.0018
C -0.97316 3.08238 -4.42318 -0.0105
C 3.80951 1.25897 1.88686 -0.0092
C -1.00883 -3.31360 -1.21079 0.0093
C -5.96602 -0.32719 1.50942 0.0004
C 3.75991 -1.80174 0.80934 -0.0012
C 0.15098 2.51106 -1.93342 -0.0365
C 3.15975 4.70376 0.26910 0.0063
C 0.17271 1.56221 -2.95570 0.0352
C 0.97858 3.42011 1.39227 -0.0072
C -0.40311 1.84179 -4.18903 0.0139
C -4.36771 -2.12429 1.37916 0.0004
C -5.58169 -1.62155 1.82572 0.0001
C 1.34831 3.12716 0.08233 0.0139
C -3.51975 -1.33143 0.61324 0.0072
C 0.09765 -2.49376 -1.46004 0.0019
C 0.25501 -0.76312 2.79741 0.0225
C 1.09394 -2.95213 -2.33936 0.0032
C -0.96298 4.04374 -3.41744 0.0068
C -3.91849 -0.03318 0.31109 -0.0060
C 2.22124 -2.06534 -2.77195 0.0001
C 2.80404 4.97292 1.58632 -0.0094
C -2.16571 -5.55459 -1.51182 0.0000
C -1.02559 -4.60162 -1.76168 -0.0036
H 3.74854 -2.43000 -0.08106 0.0006
H -0.91464 -1.17982 4.57199 0.0000
H -0.27789 1.76674 4.14390 -0.0003
H -1.78717 1.05115 4.73055 0.0000
H -6.91289 0.06351 1.85564 0.0000
H 0.09674 2.94514 1.80742 -0.0144
H -0.38564 1.09302 -4.96994 -0.0001
H 4.19610 -0.25298 -1.98366 0.0012
H 4.75213 1.66460 1.52276 -0.0013
H 1.33763 -0.69316 2.68960 -0.0018
H 4.00203 5.21448 -0.17921 0.0001
H -2.30695 0.16982 2.50128 0.0014
H -6.23127 -2.24860 2.42147 0.0000
H -1.39755 5.01814 -3.59867 0.0001
H -4.05880 -3.13314 1.62598 0.0000
H -1.66787 1.79272 2.12622 -0.0138
H 2.69636 3.60974 -1.51759 -0.0002
H 4.78397 -1.66975 1.15325 -0.0017
H 4.00546 0.62531 2.75115 -0.0005
H 3.17807 -2.57640 -2.65505 -0.0002
H 0.59493 -0.33583 4.90395 0.0000
H 0.67025 0.60938 -2.79805 -0.0173
H -1.93800 -6.51935 -1.97129 -0.0001
H -5.42716 1.48246 0.48033 0.0004
H 3.15472 2.07759 2.16795 0.0030
H 2.23080 -1.13360 -2.21275 0.0047
H -0.09042 -1.73531 2.44560 -0.0042
H 1.40312 4.56096 3.15728 0.0001
H 0.09885 -5.98739 -2.95261 0.0005
H 3.37110 5.68717 2.16753 -0.0005
H 2.11319 -1.82165 -3.83092 0.0010
H 3.17445 -2.29026 1.58634 0.0004
H -3.08374 -5.19200 -1.97762 -0.0001
H 5.02751 1.00460 -1.04396 -0.0013
H 3.52644 1.38514 -1.92133 0.0010
H -1.77504 -6.22494 0.28157 0.0001
H -1.41100 3.30806 -5.38578 -0.0004
H -3.12756 -3.36622 -0.73415 0.0017
H -0.42319 4.51039 -1.39162 -0.0001
```



Entry 2:
Molecular formula: C33H39MnN2S3SeSi
Method: DFT, ωB97M-V/def2-TZVPD

Results
Orbital gap (spin up / spin down), eV: 4.563 / 7.092
ΔE to the lowest compared entry with this formula, charge and spin, eV: 1.308
Spin multiplicity: 6
Charge: -1

XYZ file:
```
80
Properties=species:S:1:pos:R:3:mulliken_spin:R:1
Se 3.46825 0.12116 -0.63733 -0.1193
Mn 1.19407 -0.69631 -0.84654 4.3641
S 0.80462 -0.43428 1.62001 0.0488
S -0.70417 0.87045 -3.81792 0.0164
S -2.22812 -3.19246 -2.45353 0.0917
Si 0.65795 2.39521 3.71793 -0.0057
N -0.69913 -1.46552 -1.20899 0.1207
N 0.64746 1.28167 -0.33715 0.0690
C 0.66797 2.48229 -0.93157 0.0125
C -4.52762 0.26171 2.86531 -0.0025
C 6.83843 -2.14249 0.27143 -0.0028
C -4.28117 -1.96137 -0.92937 -0.0149
C 0.66263 2.35386 1.83364 0.0057
C -1.96432 -1.24744 -0.74258 -0.0501
C 0.03188 -0.05344 -5.18020 -0.0146
C -0.01833 0.92801 4.63669 0.0031
C 0.68409 1.18482 1.02244 -0.0698
C 0.64674 -3.61130 -3.92791 0.1892
C 0.70836 3.65369 -0.22202 -0.0064
C -5.28251 1.76790 1.01480 -0.0040
C -0.41219 3.86000 4.19016 0.0002
C -0.67117 -2.42786 -2.18352 0.2913
C -2.35821 -0.26267 0.16997 0.0347
C -2.95075 -2.08205 -1.29566 0.0381
C 2.40324 2.70023 4.29424 0.0000
C -2.39933 0.28458 -3.95985 -0.0084
C 2.88707 -2.25077 -2.98592 -0.1545
C 5.97095 -1.10844 -0.06469 0.0047
C 3.00701 -3.15738 -4.05341 0.1922
C 4.10814 -2.61122 0.13926 0.0290
C 1.68282 -2.01110 -2.35247 0.1362
C -4.10433 0.94777 1.56247 -0.0010
C 1.87902 -3.83004 -4.51843 -0.0842
C 0.69785 3.57058 1.17176 0.0044
C 4.59705 -1.33357 -0.14588 -0.0325
C -2.96339 1.91960 1.87278 0.0005
C -4.64716 -0.98645 -0.00451 0.0728
C -3.68590 -0.12349 0.54602 -0.0459
C 6.34947 -3.41649 0.52871 0.0053
C 0.53433 -2.71378 -2.84146 -0.2530
C 4.98092 -3.64315 0.46417 0.0046
H -5.49829 2.60801 1.68419 0.0008
H -0.07782 1.18295 5.70459 0.0002
H 3.02287 1.82475 4.07072 0.0001
H 1.09280 0.19892 -5.21112 0.0016
H 6.35659 -0.11600 -0.27192 0.0012
H 0.62539 0.05581 4.51254 0.0002
H 1.96298 -4.52393 -5.34831 -0.0043
H -1.43193 3.71951 3.81094 -0.0001
H -3.68171 -0.26867 3.31291 -0.0004
H -4.89510 1.00212 3.58558 0.0001
H -2.96226 0.68909 -3.11741 -0.0008
H -2.84217 0.62620 -4.89771 0.0003
H -6.19125 1.16723 0.93046 -0.0001
H 4.58729 -4.63444 0.65875 0.0001
H -5.32419 -0.46390 2.68236 0.0006
H 2.43123 2.87691 5.37610 0.0001
H -2.10486 1.40704 2.31921 0.0004
H -1.59442 0.38054 0.57439 0.0345
H -3.30972 2.67811 2.58374 -0.0003
H -5.03263 -2.61562 -1.36419 -0.0031
H -1.02003 0.65013 4.29019 -0.0007
H 3.97728 -3.33041 -4.50488 0.0187
H 7.90385 -1.94961 0.32400 -0.0003
H -0.03060 4.80598 3.78741 0.0001
H 0.72186 4.49169 1.75013 0.0006
H 2.84782 3.56468 3.78974 0.0001
H -5.69145 -0.90461 0.28140 0.0071
H 0.63945 2.47501 -2.01219 -0.0092
H 3.04980 -2.79356 0.09466 0.0452
H 3.78212 -1.73790 -2.65787 -0.0083
H -0.46451 3.96042 5.28212 0.0001
H -0.43932 0.22048 -6.12641 0.0004
H -0.24328 -4.11429 -4.29822 0.0311
H -0.06273 -1.12568 -4.99931 0.0097
H -2.61840 2.43139 0.96814 -0.0004
H -2.42014 -0.80548 -3.90788 0.0066
H 7.02785 -4.22256 0.77680 0.0005
H -5.04712 2.16550 0.02355 0.0011
H 0.74224 4.60378 -0.73813 0.0005
```



Entry 3:
Molecular formula: C33H40BBr27N4O2
Method: DFT, ωB97M-V/def2-TZVPD

Results
Orbital gap, eV: 7.546
Spin multiplicity: 1

XYZ file:
```
107
Properties=species:S:1:pos:R:3:mulliken_charge:R:1
Br 8.78863 2.17992 -7.09497 0.0136
Br -8.46931 -4.60103 4.81568 -0.0237
Br -5.72184 1.20610 3.57856 0.0271
Br -4.62969 1.58412 6.57108 -0.0161
Br -5.58627 -5.90290 4.28687 -0.0208
Br 5.61310 -3.59827 -0.40526 0.0364
Br -8.31461 2.48925 9.90904 -0.0090
Br 8.48882 2.22471 -0.61746 0.0291
Br 13.20505 4.25862 -3.17615 -0.0132
Br 5.17153 -1.08401 -6.33421 0.0052
Br 1.28199 6.20708 -7.19981 -0.0737
Br -5.95807 -3.71130 6.59792 -0.0281
Br 5.76379 2.95868 -7.82305 0.0008
Br -0.20783 4.78823 -4.71973 0.1233
Br 6.02962 -3.06466 -3.96912 0.1164
Br 7.23212 0.58511 -9.40064 -0.0293
Br 2.41327 6.60107 -4.21844 -0.0765
Br 11.43278 2.15075 0.65696 -0.0777
Br -7.26204 -0.16439 6.03173 -0.0106
Br -8.99468 3.51607 6.94930 -0.0149
Br 12.83712 6.48902 -0.90076 -0.0279
Br 4.94753 -4.25777 -6.74675 -0.0165
Br 8.09035 -4.79445 1.24457 -0.0613
Br 8.60463 -2.70798 -1.13731 0.0467
Br -7.78237 5.54996 9.11151 -0.0272
Br 10.29969 5.47533 -2.57861 -0.0025
Br 10.69887 0.22990 -1.80435 -0.0132
O 2.85321 -2.80899 2.31376 -0.5376
O -1.72854 3.22443 -4.54896 -0.5331
N -6.67191 1.96841 -1.78514 -0.6320
N 1.55453 -1.22774 -1.03074 -0.4751
N -0.84981 0.66204 -1.38884 -0.2976
N 1.97425 -4.10184 0.28552 -0.6442
C -6.78940 -5.15090 5.60519 -0.3440
C 2.37282 -0.44240 -3.25443 -1.2696
C -0.28656 -3.87130 4.19213 -0.3327
C -1.48269 2.09989 -3.58193 0.3507
C -0.72178 -0.18536 -0.27372 0.2298
C -7.83950 3.71724 8.48938 -0.0162
C -4.80127 2.45707 -0.17396 -0.7987
C -1.54294 3.65566 -3.02148 -0.6501
C -5.55321 0.41195 5.33566 0.4694
C 1.31477 -0.39860 -2.10358 0.2322
C 0.07415 1.43898 -3.61497 -0.4071
C -0.43311 -2.03686 2.16848 0.7224
C -3.10607 0.69582 0.84972 0.7237
C -4.67383 -2.73511 2.23227 0.4643
C 3.03171 -0.62851 -4.27797 0.5436
C -6.19979 1.71960 -0.37195 -0.3394
C -0.18477 -2.97954 3.35384 -1.2798
C -3.38708 -2.71516 3.22083 -0.3351
C 0.47747 -1.08262 -0.12776 0.1772
C 5.91136 -2.81659 -5.88528 -0.4185
C -1.66299 -1.12222 1.99901 -0.4447
C 0.15931 0.55238 -2.30830 0.1978
C -2.74210 -1.22876 3.16150 1.8672
C 10.03895 1.13432 -0.22489 -0.2976
C -2.13445 -0.78430 4.59805 -1.1904
C 7.45037 2.28032 -8.49069 -0.3485
C -1.81972 -0.19552 0.81221 -0.0865
C 1.48863 5.40908 -5.44303 -0.3508
C 12.02234 5.00132 -1.83483 0.4067
C 0.60409 -1.98815 1.11124 0.3245
C 7.47496 -4.12995 -0.46691 -0.3928
C -4.43984 -3.77517 1.01652 -1.1640
C -3.54726 1.47730 -0.43619 -0.2672
B 1.89630 -2.97227 1.27988 0.6361
H -3.66127 -4.55890 1.25294 0.2863
H -1.00056 -0.77663 4.59336 0.3946
H -6.00067 0.60662 -0.26918 0.1308
H 2.11933 4.53217 -5.56632 0.2721
H -3.70751 -2.92573 4.29060 0.1764
H -5.40029 -4.34838 0.78312 0.3167
H -6.68258 1.08618 -2.31168 0.2404
H -7.01492 -5.94001 6.31746 0.3777
H 0.07107 0.84378 -4.57131 0.3307
H -3.62940 -0.54812 3.01855 -0.9215
H -0.44031 -4.74392 4.88405 0.4140
H 6.92697 -2.83784 -6.27152 0.3486
H 3.37591 -0.68459 -5.36585 0.2420
H 7.81115 2.99312 -9.22731 0.3422
H -5.56194 -3.14895 2.80740 0.1975
H -6.83370 3.45833 8.16811 0.0410
H -6.92107 2.13393 0.39024 0.3070
H -7.62216 2.35198 -1.71164 0.2338
H -4.69755 3.27297 -0.96717 0.4116
H -4.87261 -1.72787 1.76149 -0.3720
H 2.84539 -3.99188 -0.24376 0.0941
H -2.69682 2.18449 -0.72076 0.0558
H 7.54786 -4.95346 -1.17273 0.3713
H 1.99496 -4.95541 0.86763 0.2481
H -2.44928 0.27740 4.86556 0.1518
H -2.69685 -3.50717 2.81711 0.1608
H 11.84688 4.22141 -1.09893 -0.3512
H 3.25398 -3.69370 2.45107 0.2970
H -2.57519 -1.47086 5.38285 0.2629
H -4.93957 -0.47973 5.22346 -0.4500
H -3.01691 1.42075 1.73110 0.4239
H -3.97731 0.01081 1.13614 -0.7474
H -4.08846 -3.24349 0.06831 0.2833
H -4.69503 3.00185 0.82153 0.2720
H -3.74154 0.77492 -1.31613 0.3229
H -2.50129 3.99534 -2.54541 0.2624
H -2.37157 1.39400 -3.28855 0.2632
H 9.71809 0.36453 0.47253 0.3287
H 0.76493 2.32760 -3.60804 0.2853
H -0.55292 4.14931 -2.85452 0.3463
```



no.,calculated total energy (hartree),strongest force on any atom (eV/Å)
1,-3152.6326,0.7
2,-6427.0432,1.1
3,-71173.6754,6.4